1.
Density functional theory data (the ωB97M-V functional and the def2-TZVPD basis) for a molecular structure, C19H24N12Ru.

XYZ file:
```
56
Properties=species:S:1:pos:R:3:nbo_charge:R:1
Ru -0.4188 -0.9295 -0.4022 1.65
C 2.5772 -1.7484 -1.7605 -0.43
N 2.1448 -0.8087 -0.7214 -0.49
C 2.8741 -1.1002 0.5118 -0.40
C 2.2719 0.5914 -1.0464 0.20
C 3.2433 1.0342 -1.9171 -0.24
C 3.3653 2.3847 -2.2237 -0.25
C 2.4846 3.2692 -1.6348 -0.20
C 1.5010 2.8304 -0.7528 -0.26
C 1.3656 1.4778 -0.4109 0.13
N 0.4274 0.8847 0.4337 -0.71
C -0.3820 1.4869 1.3947 0.13
C -0.6384 2.8511 1.5945 -0.26
C -1.4959 3.2981 2.5959 -0.19
C -2.1405 2.4124 3.4359 -0.26
C -1.8993 1.0538 3.2665 -0.24
C -1.0493 0.6029 2.2807 0.20
N -0.7624 -0.8039 2.1335 -0.49
C -1.8148 -1.7225 2.5793 -0.43
C 0.4752 -1.1344 2.8387 -0.40
H 3.6720 -1.7705 -1.8477 0.16
H 2.2452 -2.7461 -1.4732 0.21
H 2.1371 -1.4742 -2.7130 0.26
H 3.9550 -1.1011 0.3189 0.17
H 2.6547 -0.3359 1.2488 0.21
H 2.5822 -2.0781 0.8990 0.20
H 3.8990 0.3141 -2.3893 0.21
H 4.1149 2.7234 -2.9264 0.20
H 2.5312 4.3246 -1.8767 0.20
H 0.8123 3.5619 -0.3827 0.20
H -0.2022 3.5911 0.9559 0.20
H -1.6710 4.3634 2.6919 0.20
H -2.8254 2.7584 4.1986 0.20
H -2.4004 0.3357 3.9025 0.21
H -1.8829 -1.7457 3.6755 0.16
H -2.7681 -1.4302 2.1536 0.26
H -1.5517 -2.7250 2.2417 0.20
H 0.3009 -1.1378 3.9224 0.17
H 0.8281 -2.1206 2.5322 0.20
H 1.2286 -0.3903 2.6096 0.22
N -2.9764 -0.7895 -2.9924 -0.59
C -1.6838 -0.5615 -3.4123 0.45
N -1.3720 -0.3975 -4.6817 -0.40
N -0.0327 -0.2108 -4.6652 -0.10
N 0.4166 -0.2464 -3.4651 -0.15
N -0.6219 -0.4891 -2.6129 -0.52
C -3.4149 -0.5691 -1.7045 0.45
N -4.6881 -0.3994 -1.4121 -0.40
N -4.6923 -0.2203 -0.0718 -0.10
N -3.4995 -0.2637 0.3960 -0.15
N -2.6326 -0.5102 -0.6292 -0.51
H -3.6811 -0.7151 -3.7059 0.42
C -0.2245 -3.0931 -0.2371 -1.12
H 0.5502 -3.4764 0.4311 0.19
H -0.0335 -3.4409 -1.2559 0.21
H -1.2016 -3.4642 0.0820 0.21
```

Values from the calculation:
- Frontier orbital gap (spin up / spin down): 7.2 / 6.3 eV
- ⟨S²⟩: 8.76
- Multiplicity: 6
- LUMO level (spin up / spin down): 2.799 / 1.817 eV
- Charge: -1

***

2.
Density functional theory data (the ωB97M-V functional and the def2-TZVPD basis) for a molecular structure, C19H24N12Ru.

XYZ file:
```
56
Properties=species:S:1:pos:R:3:nbo_charge:R:1
Ru -0.5811 -0.5199 0.0137 0.70
C -1.9309 1.8645 -1.4508 -0.05
N -0.8748 1.7915 -0.4025 -0.49
C -1.2321 2.5379 0.8027 -0.40
C 0.3784 2.2353 -1.0116 0.06
C 0.5978 3.5829 -1.2540 -0.22
C 1.7659 4.0303 -1.8513 -0.29
C 2.7147 3.0834 -2.2217 -0.21
C 2.4995 1.7355 -2.0115 -0.23
C 1.3165 1.2557 -1.4081 0.17
N 1.0530 -0.0596 -1.1216 -0.59
C 2.1474 -0.7936 -0.6146 0.13
C 3.2434 -1.2750 -1.3084 -0.24
C 4.3026 -1.8766 -0.6255 -0.26
C 4.2661 -1.9811 0.7547 -0.23
C 3.1565 -1.5297 1.4666 -0.29
C 2.0692 -0.9822 0.7911 0.22
N 0.8711 -0.5660 1.3509 -0.57
C 0.9609 0.0800 2.6390 -0.41
C -1.5070 -1.5934 3.5280 -0.08
H -1.8349 2.7865 -2.0307 0.19
H -0.9076 0.6056 -2.6602 0.37
H -2.9086 1.8528 -0.9673 0.20
H -1.3983 3.6079 0.6241 0.17
H -2.1475 2.1117 1.2143 0.21
H -0.4330 2.4295 1.5356 0.21
H -0.1583 4.3014 -0.9587 0.20
H 1.9289 5.0856 -2.0254 0.20
H 3.6407 3.3994 -2.6888 0.20
H 3.2616 1.0320 -2.3101 0.21
H 3.2690 -1.1993 -2.3883 0.21
H 5.1530 -2.2564 -1.1785 0.20
H 5.0969 -2.4317 1.2849 0.20
H 3.1282 -1.6334 2.5452 0.20
H 1.3085 -0.5793 3.4472 0.16
H 1.6557 0.9331 2.6122 0.18
H -0.0211 0.4620 2.9209 0.20
H -0.6491 -1.9432 4.0728 0.19
H -2.2574 -0.9316 3.9223 0.19
H -0.9749 -2.6959 1.9117 0.45
N -3.9007 -1.4604 -0.3689 -0.57
C -3.4454 -0.6042 -1.3980 0.47
N -4.4822 -0.1555 -2.1148 -0.42
N -4.4775 0.5789 -3.1290 -0.17
N -1.8604 0.7235 -2.3305 -0.45
N -2.1335 -0.4107 -1.5021 -0.44
C -3.2671 -1.8647 0.7399 0.54
N -3.7258 -2.9468 1.4061 -0.35
N -2.9767 -3.2113 2.4358 -0.14
N -1.7834 -2.1753 2.2769 -0.26
N -2.1890 -1.2655 1.2495 -0.40
H -4.8130 -1.8553 -0.5273 0.42
C -0.2784 -2.5369 -0.3469 -0.83
H 0.0339 -2.6524 -1.3880 0.21
H -1.1842 -3.1524 -0.2293 0.17
H 0.5146 -2.9672 0.2779 0.18
```

Values from the calculation:
- Frontier orbital gap (spin up / spin down): 5.9 / 5.6 eV
- ⟨S²⟩: 8.79
- Multiplicity: 6
- LUMO level (spin up / spin down): 2.768 / 1.644 eV
- Charge: -1

***

3.
Density functional theory data (the ωB97M-V functional and the def2-TZVPD basis) for a single C19H24N2O4 molecule.

XYZ file:
```
49
Properties=species:S:1:pos:R:3:nbo_charge:R:1
C 3.3583 3.1863 -0.3671 -0.63
C 4.3944 2.3160 0.3290 -0.08
H 4.2906 2.3814 1.4166 0.21
H 5.4049 2.6131 0.0356 0.19
O 4.2653 0.9470 -0.0645 -0.52
C 3.7476 0.0823 0.8088 0.82
O 3.3635 0.3861 1.9104 -0.62
C 3.7563 -1.3427 0.2840 -0.35
C 2.5686 -2.1464 0.8550 -0.19
N 1.2955 -1.8014 0.2824 -0.45
C 1.2828 -1.8283 -1.1620 -0.22
C 2.4162 -1.0224 -1.8140 -0.42
C 3.7637 -1.4533 -1.2417 -0.40
H 3.9480 -2.4970 -1.5071 0.20
H 4.5659 -0.8468 -1.6629 0.23
H 2.2821 0.0475 -1.6476 0.19
H 2.3981 -1.1921 -2.8919 0.21
H 1.3864 -2.8769 -1.4689 0.20
H 0.3113 -1.4760 -1.5138 0.20
C 0.4336 -0.8899 0.9705 -0.12
C 0.5404 0.6235 0.7087 -0.54
C -0.8815 1.1095 0.5786 0.71
O -1.2559 2.2506 0.5271 -0.57
N -1.7065 -0.0035 0.5135 -0.52
C -1.0334 -1.2057 0.6589 0.70
O -1.5318 -2.2926 0.5584 -0.55
C -3.1110 0.0786 0.3151 0.19
C -3.9643 -0.6983 1.0871 -0.20
C -5.3284 -0.6180 0.8865 -0.21
C -5.8648 0.2372 -0.0696 -0.01
C -4.9966 1.0106 -0.8286 -0.22
C -3.6281 0.9334 -0.6474 -0.20
H -2.9654 1.5414 -1.2426 0.23
H -5.3933 1.6820 -1.5761 0.21
C -7.3461 0.3019 -0.2828 -0.63
H -7.8729 0.2945 0.6692 0.22
H -7.6223 1.1981 -0.8323 0.22
H -7.6780 -0.5654 -0.8542 0.22
H -5.9893 -1.2261 1.4868 0.21
H -3.5601 -1.3643 1.8327 0.23
H 1.0514 0.8264 -0.2331 0.24
H 1.0626 1.1617 1.4991 0.26
H 0.5621 -1.0788 2.0434 0.24
H 2.7520 -3.2072 0.6428 0.19
H 2.5261 -2.0113 1.9363 0.22
H 4.6792 -1.7819 0.6828 0.24
H 2.3552 2.9448 -0.0251 0.22
H 3.5570 4.2303 -0.1424 0.22
H 3.4105 3.0423 -1.4438 0.21
```

Values from the calculation:
- Frontier orbital gap: 9.1 eV
- Multiplicity: 1
- SMILES: CCOC(=O)[C@@H]1CCCN([C@H]2CC(=O)N(c3ccc(C)cc3)C2=O)C1
- LUMO level: 0.756 eV
- Charge: 0

***

The following calculated total energy values (in eV) correspond, in order, to the records above: -40553.3307; -40548.7789; -31264.2537.